(1)
This record from the OMol25 dataset describes the ion C6H6N3S with charge +1 in a non-equilibrium geometry. The level of theory is wB97M-V/def2-TZVPD.

```
16
Properties=species:S:1:pos:R:3:mulliken_charge:R:1
C 0.690 1.750 -0.057 -0.250
C 0.472 -1.695 -0.222 0.060
C -0.053 -0.458 -0.342 -0.024
C -0.452 0.827 -0.198 0.524
C 2.381 0.105 0.078 0.349
C -2.999 -0.113 0.077 -0.877
N 1.886 1.381 0.130 -0.369
N 3.530 -0.170 0.439 -0.436
N 1.428 -0.811 -0.511 -0.187
S -2.048 1.421 0.003 0.082
H 0.482 2.810 0.007 0.436
H 0.358 -2.745 -0.073 0.397
H -4.045 0.173 0.135 0.365
H -2.723 -0.675 0.966 0.335
H -2.824 -0.698 -0.822 0.322
H 3.917 -1.100 0.390 0.273
```

Output
- E_LUMO (spin up / spin down): -6.6 / -6.8 eV
- Energy above the lowest of the compared OMol25 structures with the same formula, charge and spin: 459.0 kJ/mol
- Net charge: +1
- Gap between HOMO and LUMO (spin up / spin down): 0.2400 / 0.2351 Ha

***

(2)
This record from the OMol25 dataset describes an isolated molecule of C6H6N4 in a non-equilibrium geometry. The level of theory is wB97M-V/def2-TZVPD.

```
16
Properties=species:S:1:pos:R:3:mulliken_charge:R:1
N -1.028 -0.741 2.301 -0.427
C -0.630 -0.700 1.029 0.229
N -0.722 -1.858 0.330 -0.660
C -0.405 -1.856 -0.946 -0.386
C 0.178 -0.848 -1.633 -0.118
N 0.268 0.379 -0.920 0.152
C 0.841 1.579 -1.232 -0.291
C 0.755 2.321 -0.040 -0.441
N 0.159 1.545 1.013 -0.662
C -0.099 0.384 0.437 0.610
H -1.198 -1.636 2.832 0.282
H -0.666 0.021 2.875 0.281
H -0.409 -2.859 -1.417 0.303
H 0.583 -0.788 -2.653 0.347
H 1.459 1.690 -2.103 0.365
H 0.915 3.367 0.128 0.417
```

Output
- E_LUMO: 0.7 eV
- Structure (SMILES): Nc1nccn2ccnc12
- Energy above the lowest of the compared OMol25 structures with the same formula, charge and spin: 60.4 kJ/mol
- Net charge: 0
- Gap between HOMO and LUMO: 0.3187 Ha

***

(3)
This record from the OMol25 dataset describes a structure of composition C6H6N4O in a non-equilibrium geometry. The level of theory is wB97M-V/def2-TZVPD.

```
17
Properties=species:S:1:pos:R:3:mulliken_charge:R:1
C -2.350 -0.007 -0.763 0.181
C 1.245 1.985 1.054 -0.219
C -0.021 0.488 0.395 0.180
C -1.481 -1.332 1.270 -0.014
C 1.506 -0.429 -1.354 -0.850
C -1.346 -0.827 -0.117 0.049
N -3.127 0.601 -1.355 -0.420
N -0.006 1.528 1.248 -0.576
N 1.944 1.341 0.122 -1.001
N 1.071 0.467 -0.355 0.911
O -0.853 -2.248 1.696 -0.454
H 1.549 2.742 1.660 0.533
H -2.147 -0.828 2.012 0.409
H 0.702 -0.507 -2.216 0.287
H 2.554 -0.179 -1.613 0.285
H 1.505 -1.480 -0.830 0.353
H -0.746 -1.315 -0.854 0.347
```

Output
- E_LUMO: -0.2 eV
- Energy above the lowest of the compared OMol25 structures with the same formula, charge and spin: 369.4 kJ/mol
- Net charge: 0
- Gap between HOMO and LUMO: 0.3757 Ha